Entry 1:
The following is a quantum chemistry calculation of a structure of composition C21H40Cl3EuN2O4Si at a distorted geometry, from the Open Molecules 2025 dataset.

```
72
Properties=species:S:1:pos:R:3:lowdin_charge:R:1
C 1.83 -1.88 -4.28 -0.044
C 1.25 -0.74 -3.52 -0.219
H 1.95 -1.59 -5.33 0.073
H 1.18 -2.77 -4.27 0.092
H 2.81 -2.19 -3.88 0.083
C 0.53 0.22 -4.12 -0.097
C 0.37 0.35 -5.59 -0.106
H 0.03 0.98 -3.54 0.093
H -0.22 -0.46 -6.03 0.082
H 1.31 0.39 -6.15 0.083
H -0.18 1.27 -5.80 0.069
Eu -0.96 -0.33 3.28 1.427
Cl 1.41 -1.18 4.97 -0.129
Cl -1.77 -2.76 3.97 -0.259
C 0.03 2.60 3.86 -0.422
O -1.07 2.04 4.08 -0.186
N 0.24 3.61 3.01 -0.189
C -0.88 4.36 2.49 -0.025
C 1.59 3.99 2.63 -0.047
H 0.95 2.25 4.35 0.126
H -1.78 3.75 2.50 0.085
H -0.64 4.67 1.47 0.075
H -1.04 5.26 3.11 0.100
H 2.25 3.13 2.74 0.072
H 1.95 4.81 3.27 0.095
H 1.60 4.32 1.59 0.071
H -2.36 -1.91 -1.65 0.085
H -2.72 0.79 -2.54 0.093
C -3.32 -1.61 -1.20 -0.011
C -3.49 0.82 -1.76 -0.039
N -3.25 -0.21 -0.76 -0.172
H -3.54 -2.26 -0.35 0.100
C -2.79 0.13 0.46 -0.301
O -2.40 -0.68 1.32 -0.182
H -3.46 1.79 -1.26 0.084
H -2.78 1.22 0.64 0.140
H -4.09 -1.69 -1.97 0.097
H -4.48 0.67 -2.23 0.097
O 0.74 -1.83 -1.38 -0.168
C 1.50 -0.79 -2.01 -0.260
C -0.07 1.00 -1.15 -0.093
C 1.23 0.57 -1.38 -0.209
H -0.87 0.26 -1.25 0.097
C -0.32 2.35 -0.89 -0.095
H 2.57 -1.02 -1.87 0.146
C 2.30 1.44 -1.15 -0.031
H -1.35 2.70 -0.80 0.085
C 0.73 3.26 -0.82 -0.116
C 2.04 2.79 -0.90 -0.087
H 3.32 1.04 -1.23 0.124
H 0.52 4.34 -0.75 0.105
H 2.88 3.48 -0.81 0.109
Si 0.98 -3.37 -0.89 0.383
Cl 0.98 0.67 2.08 0.027
C -0.73 -4.10 -0.86 -0.155
C 1.60 -3.23 0.90 -0.150
C 2.34 -4.29 -1.78 -0.169
H -1.39 -3.61 -0.12 0.034
H -0.71 -5.17 -0.61 0.041
H -1.23 -3.99 -1.84 0.023
H 2.08 -4.54 -2.82 0.021
H 2.57 -5.24 -1.26 0.042
H 3.28 -3.71 -1.79 0.040
H 2.28 -2.36 0.97 0.031
H 2.14 -4.12 1.21 0.028
H 0.78 -3.07 1.60 0.006
C -0.47 0.15 6.53 -0.278
O -1.56 -0.21 5.71 -0.330
H 0.46 -0.37 6.08 -0.217
H -0.66 -0.21 7.55 0.080
H -0.36 1.23 6.49 0.064
H -1.69 -1.18 5.72 -0.018
```

As for the spin multiplicity: 7. The LUMO energy (spin up / spin down) is -1.32 / -0.01 eV. The highest occupied orbital energy (spin up / spin down) is -0.266 / -0.266 hartree. For the energy relative to the best compared isomer or geometry (same formula, charge and spin), the calculation gives 0.0 kcal per mole. Its expectation value of S² is 12.015. As for the total energy: -98375.0532 eV.



Entry 2:
The following is a quantum chemistry calculation of a structure of composition C3H5NO at a distorted geometry, from the Open Molecules 2025 dataset.

```
10
Properties=species:S:1:pos:R:3:lowdin_charge:R:1
C -0.04 0.00 -0.10 -0.512
C 0.55 -1.59 -1.12 0.023
C -0.24 1.14 0.83 -0.003
N 1.08 -0.56 -0.29 0.046
O -0.94 -0.75 -0.84 -0.060
H 0.62 -1.36 -2.18 0.118
H 0.28 -2.48 -0.57 0.115
H -0.07 0.70 1.71 0.030
H -1.31 1.47 0.68 0.106
H 0.51 2.01 0.55 0.138
```

The LUMO energy is 0.96 eV. The highest occupied orbital energy is -0.361 hartree. For the energy relative to the best compared isomer or geometry (same formula, charge and spin), the calculation gives 60.4 kcal per mole. As for the total energy: -6726.9523 eV.



Entry 3:
The following is a quantum chemistry calculation of a structure of composition C39H50Br2CrN4O2SSi4Te2 at a distorted geometry, from the Open Molecules 2025 dataset.

```
105
Properties=species:S:1:pos:R:3:lowdin_charge:R:1
Cr -0.55 1.42 0.89 0.176
N -4.40 3.73 1.11 0.051
C -3.13 3.58 1.62 -0.945
S -2.95 3.13 3.27 0.518
N -2.17 3.82 0.74 -0.028
N -0.90 3.39 1.10 -0.148
C -0.07 4.33 1.31 -0.106
C 1.35 4.17 1.54 -0.147
C 2.15 5.31 1.64 -0.044
C 3.51 5.22 1.87 -0.107
C 4.08 3.95 2.02 -0.093
C 3.31 2.81 1.93 -0.003
C 1.92 2.90 1.70 -0.358
O 1.22 1.79 1.60 -0.333
H -5.12 3.86 1.79 0.057
H -4.49 4.21 0.23 0.081
H -0.46 5.34 1.29 0.139
H 1.68 6.28 1.51 0.114
H 4.11 6.11 1.94 0.092
H 5.15 3.86 2.21 0.097
H 3.75 1.82 2.01 0.114
C 0.45 0.60 4.12 -0.010
C -0.93 0.15 3.76 -0.297
C -1.70 -0.57 4.71 -0.004
C -2.97 -0.95 4.44 -0.025
C -3.53 -0.63 3.19 -0.192
C -4.84 -0.93 2.76 -0.618
Br -6.04 -1.82 3.93 0.734
C -5.26 -0.63 1.51 -0.170
C -4.40 0.03 0.61 -0.591
Br -5.00 0.44 -1.13 0.805
C -3.12 0.38 0.96 -0.408
O -2.25 0.96 0.16 -0.281
C -2.69 0.05 2.28 -0.179
N -1.41 0.43 2.57 0.058
H 0.68 0.30 5.15 0.081
H 0.51 1.69 4.06 0.088
H 1.19 0.19 3.45 0.072
H -1.25 -0.80 5.66 0.110
H -3.56 -1.48 5.17 0.084
H -6.27 -0.87 1.19 0.092
Te 0.55 2.00 -1.36 1.413
C -1.02 1.69 -2.73 -0.458
C -0.83 0.87 -3.83 -0.130
C -1.81 0.77 -4.82 -0.090
C -2.97 1.52 -4.71 -0.097
C -3.18 2.33 -3.59 -0.110
C -2.20 2.41 -2.60 -0.145
C 0.74 4.11 -1.82 -0.423
C 2.05 4.51 -2.10 -0.154
C 2.35 5.85 -2.33 -0.099
C 1.35 6.81 -2.29 -0.104
C 0.04 6.42 -1.99 -0.086
C -0.26 5.08 -1.75 -0.124
H 0.09 0.29 -3.93 0.082
H -1.65 0.12 -5.67 0.098
H -3.73 1.47 -5.48 0.097
H -4.10 2.88 -3.48 0.099
H -2.39 2.99 -1.70 0.075
H 2.84 3.77 -2.14 0.082
H 3.37 6.15 -2.55 0.097
H 1.58 7.85 -2.47 0.094
H -0.74 7.17 -1.94 0.099
H -1.28 4.81 -1.51 0.075
C -0.21 -3.34 -3.55 -0.223
Si 1.43 -3.27 -2.66 0.302
C 2.42 -4.78 -3.16 -0.222
C 2.39 -1.81 -3.32 -0.227
Si 1.03 -3.03 -0.37 0.047
Te 0.42 -0.67 -0.08 0.688
Si 3.03 -3.43 0.75 0.302
C 3.79 -5.12 0.46 -0.220
C 2.83 -3.20 2.60 -0.218
C 4.25 -2.15 0.14 -0.228
Si -0.54 -4.64 0.22 0.307
C -2.24 -4.25 -0.44 -0.216
C -0.04 -6.33 -0.45 -0.224
C -0.72 -4.87 2.07 -0.222
H -0.11 -3.12 -4.62 0.029
H -0.90 -2.60 -3.12 0.029
H -0.68 -4.33 -3.44 0.021
H 2.41 -4.90 -4.25 0.031
H 2.01 -5.70 -2.71 0.016
H 3.47 -4.69 -2.84 0.019
H 2.31 -1.72 -4.41 0.034
H 3.46 -1.89 -3.05 0.023
H 2.02 -0.88 -2.88 -0.019
H 3.19 -5.91 0.94 0.021
H 4.81 -5.16 0.87 0.030
H 3.83 -5.35 -0.61 0.009
H 2.36 -4.08 3.06 0.020
H 2.17 -2.34 2.79 0.016
H 3.79 -3.02 3.11 0.029
H 4.62 -2.42 -0.86 0.022
H 5.12 -2.02 0.81 0.029
H 3.74 -1.19 0.05 0.010
H -2.33 -4.50 -1.51 0.021
H -2.44 -3.17 -0.35 0.025
H -3.03 -4.78 0.10 0.030
H -0.03 -6.34 -1.55 0.016
H -0.72 -7.11 -0.09 0.030
H 0.98 -6.58 -0.11 0.017
H -0.84 -3.90 2.57 0.028
H 0.17 -5.36 2.50 0.021
H -1.60 -5.49 2.30 0.029
```

As for the spin multiplicity: 2. The LUMO energy (spin up / spin down) is 1.77 / 2.17 eV. Its net charge is -1. The highest occupied orbital energy (spin up / spin down) is -0.168 / -0.169 hartree. For the energy relative to the best compared isomer or geometry (same formula, charge and spin), the calculation gives 13.9 kcal per mole. Its expectation value of S² is 0.762. As for the total energy: -276754.2797 eV.



Entry 4:
The following is a quantum chemistry calculation of a structure of composition C7H14N2O at a distorted geometry, from the Open Molecules 2025 dataset.

```
24
Properties=species:S:1:pos:R:3:lowdin_charge:R:1
C -2.41 -0.37 0.09 -0.369
C -1.98 -0.78 -1.30 -0.093
C -2.55 1.05 0.38 -0.123
C -1.09 -0.87 1.20 -0.173
O -0.12 -1.46 0.90 0.049
H -3.24 -0.98 0.48 0.117
H -1.15 0.27 1.92 0.115
H -1.17 -0.14 -1.65 0.053
H -1.92 1.70 -0.21 0.048
H -2.82 -0.68 -1.99 0.078
H -1.64 -1.81 -1.33 0.072
H -3.57 1.40 0.53 0.075
H -1.94 1.13 1.53 0.091
C 2.59 -0.80 -0.93 -0.047
C 2.67 0.53 1.16 -0.049
N 2.31 0.46 -0.25 -0.208
C 1.30 1.19 -0.68 -0.320
N 0.45 1.86 -1.09 0.161
H 3.65 -1.02 -0.84 0.088
H 3.74 0.38 1.26 0.088
H 2.01 -1.62 -0.48 0.077
H 2.33 -0.72 -1.98 0.095
H 2.41 1.51 1.55 0.094
H 2.13 -0.23 1.74 0.081
```

The LUMO energy is 0.82 eV. The highest occupied orbital energy is -0.334 hartree. For the energy relative to the best compared isomer or geometry (same formula, charge and spin), the calculation gives 81.4 kcal per mole. As for the total energy: -12510.4091 eV.